Model i:
ORCA calculation (ωB97M-V/def2-TZVPD) on one molecule with the formula C4H10.

ORCA input file:
```
! RIJCOSX wB97M-V def2-TZVPD def2/J DEFGRID3
* xyz 0 1
C -0.56607 0.10258 -1.37590
C 0.22616 -0.27695 -0.10173
C 1.06009 0.93006 0.40916
C -0.61304 -0.90752 1.01265
H -0.90002 -0.76479 -1.93891
H -1.40251 0.58739 -0.87291
H 0.02728 0.73606 -2.03553
H 0.95269 -1.07964 -0.33783
H 1.11152 0.94915 1.52045
H 0.48068 1.81983 0.13882
H 2.04947 1.06948 -0.00471
H -1.09532 -1.71115 0.40902
H 0.05361 -1.23567 1.81890
H -1.38453 -0.21883 1.35852
*
```

Properties
LUMO energy, eV: 1.2
HOMO-LUMO gap, eV: 12.13
SMILES: CC(C)C



Model ii:
ORCA calculation (ωB97M-V/def2-TZVPD) on one molecule with the formula C4H10.

ORCA input file:
```
! RIJCOSX wB97M-V def2-TZVPD def2/J DEFGRID3
* xyz 0 1
C -1.60504 -0.48756 0.13970
C -0.69209 0.60013 -0.30554
C 0.68810 0.67048 0.36950
C 1.59087 -0.46616 -0.21286
H -1.77498 -0.41410 1.25269
H -1.00789 -1.50977 -0.14151
H -2.63774 -0.36751 -0.28629
H -0.62057 0.55423 -1.40555
H -1.36082 1.49061 -0.30492
H 1.02009 1.79917 0.09676
H 0.81490 0.42844 1.48148
H 1.80859 -0.20154 -1.19926
H 1.14261 -1.55708 -0.08443
H 2.63397 -0.53933 0.60022
*
```

Properties
LUMO energy, eV: 1.2
HOMO-LUMO gap, eV: 11.84
SMILES: CCCC



Which is the most stable structure? model i is the most stable.



Model i:
ORCA calculation (ωB97M-V/def2-TZVPD) on one molecule with the formula C22H29N5O5S.

ORCA input file:
```
! RIJCOSX wB97M-V def2-TZVPD def2/J DEFGRID3
* xyz 0 1
O -4.07923 3.74844 0.13421
N -4.50163 2.59274 -0.00588
O -5.67623 2.31184 0.18072
C -3.61919 1.57809 -0.38876
C -4.14836 0.28942 -0.56343
C -3.37354 -0.76710 -0.93529
C -1.98593 -0.59507 -1.16510
C -1.45812 0.68303 -1.00677
C -2.23046 1.78735 -0.62429
N -1.67812 3.00166 -0.45182
C -0.30466 3.35580 -0.69605
H 0.36669 2.69091 -0.14076
C -0.02307 4.79260 -0.25402
N 0.36324 4.86694 1.14322
C 0.90953 6.17221 1.47979
H 1.75053 6.38738 0.81664
C 1.39815 6.15333 2.92777
H 1.77086 7.13609 3.22124
O 0.35488 5.84141 3.81755
C -0.20571 4.59181 3.49327
H -1.02065 4.42793 4.19988
C -0.72801 4.55762 2.05682
H -1.10438 3.55722 1.84457
H -1.55607 5.27929 1.95178
H 0.55259 3.80292 3.61782
H 2.20535 5.41072 3.02332
H 0.15342 6.96847 1.36488
H 0.81878 5.17458 -0.83717
H -0.90285 5.42219 -0.47713
H -0.07867 3.25975 -1.76739
H -2.33741 3.74605 -0.23118
H -0.40839 0.85551 -1.16454
N -1.23002 -1.65128 -1.60541
C -1.45593 -2.99842 -1.12140
H -2.49750 -3.15383 -0.85197
C -0.56433 -3.25490 0.10313
N 0.83360 -3.02685 -0.20027
S 1.61888 -4.30247 -0.97808
O 1.64048 -4.12012 -2.40528
O 1.06157 -5.51516 -0.45991
C 3.27211 -4.07583 -0.33798
C 3.47365 -4.24306 1.01834
C 4.74546 -4.06743 1.53702
C 5.79392 -3.72745 0.69484
C 5.57913 -3.56461 -0.66451
C 4.30754 -3.74013 -1.18751
H 4.10260 -3.63117 -2.24116
H 6.39929 -3.30454 -1.31618
H 6.78529 -3.59256 1.10082
H 4.92094 -4.19714 2.59402
H 2.63600 -4.51532 1.63978
C 1.08767 -1.73510 -0.80402
H 2.13114 -1.71935 -1.12176
C 0.15353 -1.49535 -1.99924
H 0.31838 -0.51475 -2.44249
H 0.37206 -2.25730 -2.75379
H 0.93290 -0.96966 -0.03605
H -0.65101 -4.29066 0.43029
H -0.84960 -2.58331 0.92025
H -1.18255 -3.70339 -1.91286
H -3.83913 -1.72527 -1.09003
H -5.20766 0.16287 -0.40052
*
```

Properties
LUMO energy, eV: -0.1
HOMO-LUMO gap, eV: 7.95
SMILES: O=[N+]([O-])c1ccc(N2CCN(S(=O)(=O)c3ccccc3)CC2)cc1NCCN1CCOCC1



Model ii:
ORCA calculation (ωB97M-V/def2-TZVPD) on one molecule with the formula C22H29N5O5S.

ORCA input file:
```
! RIJCOSX wB97M-V def2-TZVPD def2/J DEFGRID3
* xyz 0 1
C 1.08419 2.16223 -3.18024
H 1.29218 3.20137 -3.42966
O -0.04375 2.20020 -2.33643
C -0.61604 1.02589 -1.95092
C -0.14184 -0.23725 -2.25178
C -0.80955 -1.36864 -1.80055
C -1.97174 -1.25817 -1.06082
C -2.46070 0.01186 -0.76397
C -1.79383 1.14850 -1.17860
O -2.18437 2.42189 -0.89769
C -3.34995 2.61109 -0.12922
H -3.43335 3.68746 0.00979
H -3.27956 2.12439 0.84797
H -4.23832 2.24334 -0.65199
H -3.37275 0.10932 -0.20031
C -2.70312 -2.49118 -0.59802
H -3.49519 -2.73236 -1.31314
H -2.00763 -3.33405 -0.59808
C -3.34752 -2.35637 0.78633
N -2.47795 -1.72269 1.75326
C -2.86556 -0.63791 2.44499
O -3.96735 -0.13219 2.37411
C -1.79873 -0.10306 3.39435
H -2.28617 0.32844 4.26822
H -1.07706 -0.86330 3.68312
S -0.87996 1.28587 2.65522
C 0.23154 0.42909 1.64094
N 0.21807 -0.89746 1.53426
C 1.21929 -1.18189 0.67712
C 1.84946 -0.02262 0.26008
N 1.19386 1.01497 0.89818
C 1.67241 2.39057 0.89808
C 0.55847 3.40594 0.68628
H -0.11226 3.43644 1.54127
H -0.01596 3.17940 -0.20683
H 1.00446 4.38949 0.56531
C 2.42320 2.65135 2.20438
H 3.22779 1.93047 2.33474
H 2.85366 3.64803 2.18419
H 1.74353 2.58185 3.05127
H 2.37481 2.44473 0.06044
C 2.90078 -0.04819 -0.70398
O 3.49417 0.90274 -1.18398
N 3.20590 -1.35401 -1.10068
C 2.61361 -2.53202 -0.67555
O 2.96536 -3.61532 -1.09072
N 1.60109 -2.41436 0.25496
C 0.95486 -3.60103 0.76863
H 1.48376 -4.46423 0.36893
H -0.08816 -3.62691 0.45347
H 1.00134 -3.60004 1.85752
C 4.26411 -1.47689 -2.09112
H 4.60222 -2.50948 -2.10707
H 5.07676 -0.80449 -1.82129
H 3.89007 -1.19604 -3.07666
H -1.48208 -1.91752 1.71055
H -3.62124 -3.35395 1.15061
H -4.25824 -1.75437 0.74082
H -0.41265 -2.34293 -2.04772
H 0.75682 -0.35618 -2.83639
H 1.95629 1.73555 -2.67683
H 0.87849 1.60462 -4.09919
*
```

Properties
LUMO energy, eV: 0.5
HOMO-LUMO gap, eV: 8.51
SMILES: COc1ccc(CCNC(=O)CSc2nc3c(c(=O)n(C)c(=O)n3C)n2C(C)C)cc1OC



Which is the most stable structure? model ii is the most stable.



Model i:
ORCA calculation (ωB97M-V/def2-TZVPD) on a 2-piece molecular cluster, CHClO3S overall.

ORCA input file:
```
! RIJCOSX wB97M-V def2-TZVPD def2/J DEFGRID3
* xyz 0 1
C 0.93181 -1.25228 0.89228
O 0.99904 -0.78622 -0.15725
O -0.33638 1.12586 -1.63967
O 0.94373 -1.67607 1.95762
S -1.62772 0.64734 -0.75720
Cl -1.31141 1.45779 1.01993
H 0.40093 0.48358 -1.31571
*
```

Properties
LUMO energy, eV: 0.3
HOMO-LUMO gap, eV: 9.33
SMILES: O=C=O.OSCl



Model ii:
ORCA calculation (ωB97M-V/def2-TZVPD) on one molecule with the formula CHClO3S.

ORCA input file:
```
! RIJCOSX wB97M-V def2-TZVPD def2/J DEFGRID3
* xyz 0 1
C 1.16024 0.13833 -0.51521
O 1.57477 0.51169 -1.52677
O -1.64621 1.29130 0.14408
O -1.41330 -1.01521 -0.53091
S -0.88206 0.07241 0.15164
Cl -0.55672 -0.44094 2.14350
H 1.76328 -0.55757 0.13368
*
```

Properties
LUMO energy, eV: -0.9
HOMO-LUMO gap, eV: 9.77
SMILES: O=CS(=O)(=O)Cl



Model iii:
ORCA calculation (ωB97M-V/def2-TZVPD) on a 3-piece molecular cluster, CHClO3S overall.

ORCA input file:
```
! RIJCOSX wB97M-V def2-TZVPD def2/J DEFGRID3
* xyz 0 1
C 1.40802 -0.69128 1.45454
O 1.06190 0.07802 2.20696
O 0.41383 0.59974 -1.41871
O -0.22320 -1.66247 -0.71485
S 0.71092 -0.81035 -1.46791
Cl -2.02349 1.69011 0.23437
H -1.34799 0.79624 -0.29440
*
```

Properties
LUMO energy, eV: -1.8
HOMO-LUMO gap, eV: 9.53



Which is the most stable structure? model i is the most stable.



Model i:
ORCA calculation (ωB97M-V/def2-TZVPD) on one molecule with the formula C5H7N3O2S.

ORCA input file:
```
! RIJCOSX wB97M-V def2-TZVPD def2/J DEFGRID3
* xyz 0 1
C -2.24212 1.72157 0.40625
C -2.44756 0.40723 0.54188
C -0.97352 2.31286 0.00177
C -0.36273 -0.00429 0.35450
C 1.18676 -2.24459 -0.95049
N -1.45582 -0.48110 0.69018
N 2.58599 0.01230 -0.14076
N -0.04296 1.23325 -0.01653
O -0.70652 3.44241 -0.24098
O 1.80360 -1.85831 1.50516
S 1.53859 -1.01761 0.33680
H -3.06385 2.37144 0.31830
H -3.56511 0.12836 0.66610
H 1.45312 -3.26005 -0.70778
H 0.15370 -2.05137 -1.24424
H 1.68477 -1.93422 -1.83109
H 3.44040 -0.18113 0.50515
H 1.01328 1.40325 -0.19421
*
```

Properties
LUMO energy, eV: 0.2
HOMO-LUMO gap, eV: 10.08
SMILES: C[S@](=N)(=O)c1nccc(=O)[nH]1



Model ii:
ORCA calculation (ωB97M-V/def2-TZVPD) on one molecule with the formula C5H7N3O2S.

ORCA input file:
```
! RIJCOSX wB97M-V def2-TZVPD def2/J DEFGRID3
* xyz 0 1
C -0.80270 0.49108 0.09990
C -0.61882 -2.17967 0.81897
C 1.53199 -0.45972 0.40840
C -1.60843 1.56227 0.05520
C 1.25661 1.33579 -1.20005
N 2.73772 -0.21527 0.12431
N 0.61349 0.37858 -0.18359
N -1.19444 -0.88086 0.44752
O -1.27006 -3.16787 0.95971
O -2.55174 -0.97607 0.18289
S 1.02084 -1.97319 1.32339
H -1.09189 2.49792 -0.03834
H -2.58399 1.70544 0.58077
H -2.96053 -1.80636 0.54821
H 2.27303 1.85456 -0.95670
H 1.36443 0.65963 -2.00851
H 0.50977 2.13437 -1.52084
H 3.37472 -0.96064 0.35877
*
```

Properties
LUMO energy, eV: 0.6
HOMO-LUMO gap, eV: 9.42
SMILES: [H]/N=C1\SC(=O)N(O)C(=C)N1C



Which is the most stable structure? model i is the most stable.